Entry 1:
DFT (ωB97M-V/def2-TZVPD) results for a 2-piece molecular cluster, C10H25N2P overall.

Structure (XYZ):
```
38
Properties=species:S:1:pos:R:3:forces:R:3
C 3.54994 -1.41929 -1.13541 0.0329 -0.0319 0.0425
P 2.48436 0.12928 -1.29684 -0.1554 -0.1072 -0.0359
C 1.41387 1.70592 -1.50435 -0.0057 0.1617 0.1938
C -0.02023 1.45728 -1.96435 0.0008 -0.1564 -0.3425
C -0.96684 1.02738 -0.84161 0.4310 -0.0128 0.1579
C -2.41705 0.79319 -1.27201 -0.2777 0.1186 -0.0791
C -2.81197 -0.68481 -1.39387 0.1241 -0.0526 0.0464
N -2.87390 -1.11077 -2.79886 0.0995 0.0849 -0.0418
H 3.25733 -2.15779 -1.88869 0.0292 0.0537 -0.0045
H 4.60294 -1.15310 -1.28291 -0.0596 -0.0928 0.0281
H 3.42034 -1.87495 -0.14680 0.0648 0.0843 -0.0470
H 2.91648 0.26195 -2.65331 -0.0892 0.0004 -0.0286
H 1.32961 -0.63684 -0.97348 -0.0893 -0.0330 -0.0307
H 3.20871 0.74380 -0.24014 0.0928 0.1134 0.0679
H 1.95338 2.31805 -2.23746 -0.0509 0.0486 0.0865
H 1.39787 2.26762 -0.55771 0.0641 -0.0984 -0.0754
H -0.00611 0.69076 -2.75826 -0.0914 0.0302 0.0737
H -0.43589 2.35551 -2.43755 0.0655 -0.0629 0.0266
H -0.59415 0.10535 -0.38265 0.0187 0.0712 0.0487
H -0.89832 1.79084 -0.05541 -0.1346 -0.0217 -0.0949
H -2.60022 1.27845 -2.23991 -0.0419 -0.0078 0.1181
H -3.08880 1.28457 -0.56326 0.0474 -0.0435 -0.0187
H -2.09533 -1.27141 -0.80780 -0.1143 -0.0571 -0.0097
H -3.79637 -0.85937 -0.95158 0.0231 0.0565 -0.0476
H -2.82407 -2.11965 -2.86292 -0.0723 -0.0507 -0.0007
H -2.06636 -0.75859 -3.29982 0.0429 -0.0050 0.0049
C 0.64624 0.74742 2.84299 0.0400 0.0230 0.0189
C -0.47594 0.21309 3.71956 -0.0462 -0.0625 0.0002
C -0.52456 -1.32058 3.73758 0.0724 0.0299 -0.0531
C -0.79682 -1.87817 2.41063 -0.0913 -0.0624 -0.0327
N -1.03357 -2.30964 1.37275 0.0842 0.0599 0.0475
H 0.50953 0.43591 1.80762 0.0088 -0.0095 -0.0644
H 0.67515 1.83703 2.86220 -0.0054 -0.0125 -0.0017
H 1.61813 0.37932 3.17991 -0.0143 0.0096 0.0039
H -1.43919 0.59094 3.37093 0.0063 0.0131 0.0076
H -0.35378 0.55439 4.74873 0.0106 -0.0010 0.0022
H -1.29508 -1.68559 4.41720 -0.0109 0.0122 0.0074
H 0.43069 -1.72754 4.07687 -0.0086 0.0106 0.0264
```
Forces are in eV/Å.

Calculated values
Orbital gap   8.8 eV
LUMO   0.75 eV
Total charge   0
Energy above the lowest of the compared OMol25 structures with the same formula, charge and spin   0.00 kJ/mol

=====

Entry 2:
DFT (ωB97M-V/def2-TZVPD) results for an isolated ion of composition C10H25N2Si and charge +1.

Structure (XYZ):
```
38
Properties=species:S:1:pos:R:3:forces:R:3
C 3.21424 -1.05344 0.02668 0.8405 -1.1766 -2.2938
C 1.99079 -0.92714 -0.42335 -1.8080 1.4229 -3.3558
C -2.58483 -2.17700 -1.98511 2.3811 1.7015 0.6822
C -2.86058 0.36671 -1.84363 0.5707 0.6044 -2.0475
C -0.71778 -0.62866 -2.62164 -0.6271 -2.0518 -1.8637
C 1.30481 2.46933 0.25901 -2.7657 0.3220 1.3281
C -0.39423 1.86577 2.13865 2.7590 0.8643 -2.2308
C 0.53412 -1.56977 2.08388 -0.1892 2.9051 0.6017
C -1.85137 -0.81141 -1.73916 -1.5308 0.5430 2.5337
C 0.87063 1.40289 1.27909 -2.8019 -1.3769 0.0460
N -1.18200 -0.68729 -0.33436 -0.6649 -0.5887 0.4516
N 1.96813 1.21248 2.30421 0.9083 1.6484 1.1036
Si 0.35864 -0.62899 0.41018 1.2377 1.3703 2.1309
H 4.01975 -1.24539 -0.71102 -0.3086 0.6493 0.6943
H 3.40148 -1.35765 0.98678 0.6596 -0.3512 2.5479
H 1.92994 -0.71957 -1.54567 0.1770 -0.4457 1.3431
H -2.94179 -2.53140 -1.07649 -0.8292 -0.8293 1.5995
H -3.35464 -2.10869 -2.67681 -1.5218 0.5185 -1.2064
H -1.89489 -2.86452 -2.39832 0.8652 -0.9436 -0.1725
H -2.36371 1.16226 -2.52911 -0.9392 -0.8973 1.4709
H -3.20331 0.80785 -0.90020 0.2133 -0.1933 -0.2696
H -3.73007 0.01708 -2.43165 0.2452 0.3427 0.4699
H -1.05222 -0.70102 -3.64691 0.0490 -0.3606 -0.4783
H -0.37159 0.32813 -2.54066 1.6083 2.4145 0.5023
H -0.04883 -1.43531 -2.38379 0.8781 -0.0647 -0.3794
H 1.14208 3.51715 0.73284 -0.0221 -1.4731 -1.4630
H 2.30344 2.34105 0.12098 3.2459 -0.1064 -0.5394
H 0.89745 2.21990 -0.75532 -0.2584 0.9600 1.0243
H -0.61096 1.15601 2.86720 0.0740 -0.9383 2.0028
H -1.22823 1.70571 1.48673 -0.7430 1.1748 -0.5389
H -0.11530 2.91313 2.49910 -1.2459 -1.2522 -0.2577
H 1.48982 -1.15084 2.59601 -1.2281 -1.8933 -1.0168
H -0.23520 -1.19895 2.81091 0.2559 -0.7852 -0.6261
H 0.48607 -2.62571 1.91206 0.3411 -0.5778 0.4241
H -1.88232 -0.65812 0.42379 0.2641 -0.1277 -0.6400
H 1.97647 0.23510 2.70321 0.1165 1.5328 -0.4453
H 2.84414 1.40273 1.75428 -0.5574 -0.4943 1.1725
H 1.89184 1.95760 3.14759 0.3509 -2.0466 -2.3042
```
Forces are in eV/Å.

Calculated values
Orbital gap   9.3 eV
LUMO   -3.01 eV
Total charge   +1
Energy above the lowest of the compared OMol25 structures with the same formula, charge and spin   30.87 kJ/mol

=====

Entry 3:
DFT (ωB97M-V/def2-TZVPD) results for C10H26BiCl2NO2P2 as an isolated structure.

Structure (XYZ):
```
44
Properties=species:S:1:pos:R:3:forces:R:3
C 1.17649 -0.01932 -6.02737 0.2811 0.0352 -0.0916
C 0.87808 0.20734 -4.58205 1.4587 0.1701 1.1545
H 2.25648 -0.01230 -6.19040 -0.1598 0.0296 0.1247
H 0.70842 0.76229 -6.63492 -0.0211 -0.1568 0.1313
H 0.77242 -0.98664 -6.34491 -0.0652 0.1858 0.0885
O 1.66921 0.34062 -3.66823 -1.6168 -0.2945 -1.3030
Cl -0.87258 0.26347 -4.23848 0.0646 -0.0606 0.2074
Bi 0.15445 -0.10933 -0.41644 -0.7074 0.4944 -0.2015
P -0.18291 2.64042 -0.34639 -0.8293 1.2889 0.2846
C 0.90187 3.75191 0.59286 0.2996 -0.1152 0.0630
C -0.05080 3.26667 -2.04487 0.1415 -0.1091 -0.1390
H -0.24186 4.34778 -2.03532 0.0393 -0.2391 -0.0486
H -1.95914 4.23537 -0.08774 -0.0666 -0.2701 0.1142
H -0.78466 2.76756 -2.68936 0.2028 0.1324 0.0951
H -2.59747 2.58127 -0.38497 0.1065 0.2127 0.1790
H 1.94408 3.56208 0.31086 -0.1435 0.1469 0.1547
H 0.96296 3.07994 -2.42141 -0.2481 0.0591 -0.0543
C -1.84914 3.16951 0.15884 -0.0907 0.0239 -0.0128
H 0.64248 4.78838 0.34256 0.0792 -0.1998 0.0853
H -1.98993 3.03084 1.23927 0.0080 0.0362 -0.3430
H 0.78005 3.59804 1.67173 0.0707 0.0523 -0.2672
P 0.11772 -2.85275 -0.26391 -0.7669 -1.3519 1.0226
C 1.24638 -3.57589 0.97158 0.4719 0.0721 -0.2399
C -1.47278 -3.34167 0.49249 -0.2115 -0.1222 -0.3495
H -0.40682 -3.40860 -2.56395 0.1908 -0.1270 0.2374
H 0.14034 -4.86364 -1.67554 0.0349 0.3315 0.0756
H 1.32933 -3.63855 -2.21906 -0.3215 -0.0527 0.1466
C 0.31282 -3.78726 -1.82208 0.0728 0.1382 -0.1671
H -2.30415 -2.91622 -0.08643 0.1747 -0.2973 0.2723
H -1.52558 -4.44125 0.49652 -0.1291 0.3296 0.0580
H 1.08688 -4.66275 0.99300 0.1402 0.2548 0.0444
H 1.03725 -3.16248 1.97156 0.0952 -0.1174 -0.4403
H -1.53179 -2.96891 1.52997 0.0574 -0.1063 -0.4888
H 2.28675 -3.35388 0.69605 -0.2028 -0.2142 0.2385
Cl -2.31356 -0.24595 -0.75058 1.2409 0.0997 -0.0074
C -0.74274 1.50444 3.67418 -0.0514 0.0660 0.3609
C -0.47698 0.15220 3.08470 0.2003 -1.0992 -0.5663
N -0.44198 -0.90481 3.90423 -0.0568 0.6486 -0.4802
O -0.30562 -0.06257 1.83782 0.2081 0.2541 0.3812
H -0.91086 1.38903 4.75491 -0.0001 0.2259 -0.3774
H -1.64247 1.95209 3.22164 0.3660 -0.2576 0.1060
H 0.10850 2.19407 3.53897 -0.2987 -0.4283 -0.1045
H -0.29284 -1.83596 3.53088 -0.0340 0.3081 0.0853
H -0.60475 -0.81190 4.89528 0.0160 0.0232 -0.0285
```
Forces are in eV/Å.

Calculated values
Orbital gap   6.9 eV
LUMO   -7.60 eV
Total charge   +2
Energy above the lowest of the compared OMol25 structures with the same formula, charge and spin   0.00 kJ/mol

=====

Entry 4:
DFT (ωB97M-V/def2-TZVPD) results for C10H26Cl2HgN2O3 as an isolated structure.

Structure (XYZ):
```
44
Properties=species:S:1:pos:R:3:forces:R:3
Hg 0.14825 1.13317 -1.27376 -1.1223 1.2302 -0.4133
Cl -0.01924 3.69070 -1.17434 0.2312 -0.2237 0.0743
Cl -1.61941 0.76029 -3.09963 0.2697 -0.3007 0.2228
C -3.04904 -1.76588 2.13369 -1.0942 -0.1848 -0.0677
O -1.77818 -1.67622 1.57742 0.5420 -0.1691 0.0054
C -1.72613 -2.17065 0.25502 0.6838 -0.1872 -0.0269
C -0.25496 -2.33670 -0.14458 -0.1875 0.3968 -0.3280
N 0.15136 -1.39256 -1.20774 0.3424 -0.4641 0.1777
C 1.55771 -1.62659 -1.61569 -0.5420 0.1552 0.6875
C 1.90496 -0.91146 -2.90287 -0.3477 0.0505 0.2709
O 1.87340 0.49006 -2.65329 1.1765 -0.6260 -0.1730
C 2.33192 1.28103 -3.73429 -0.1524 1.0882 -0.2947
H -3.52717 -2.74525 1.97214 0.3195 -0.0562 -0.0301
H -3.74095 -1.04384 1.67666 0.0981 0.1191 0.2241
H -2.98811 -1.62495 3.21018 0.0952 0.2576 -0.0131
H -2.22727 -1.48414 -0.43817 -0.1565 -0.1483 -0.0154
H -2.16153 -3.17628 0.23283 -0.4105 0.1998 -0.0785
H -0.08934 -3.35261 -0.52561 0.0669 -0.0526 0.2500
H 0.33782 -2.18872 0.75800 0.1714 -0.0459 -0.1024
H -0.47268 -1.59358 -1.98876 0.1197 0.4286 -0.1758
H 1.76853 -2.70298 -1.64348 0.0992 0.0511 -0.3931
H 2.17423 -1.20809 -0.81082 0.1051 -0.0948 -0.0905
H 1.15717 -1.12756 -3.67278 0.2281 -0.2196 -0.1866
H 2.91887 -1.19277 -3.19238 -0.0656 -0.0861 -0.2850
H 3.04792 0.76135 -4.37076 -0.0819 -0.2399 0.0740
H 2.82077 2.17228 -3.33474 0.0234 -0.1801 0.2012
H 1.49151 1.66223 -4.32164 -0.0501 -0.3627 -0.0900
C 1.58394 1.10603 3.17602 0.1232 -0.4352 0.4667
C 0.91984 0.77458 1.85202 -0.8000 0.9445 -0.1128
C -0.52954 1.24310 1.96988 -0.3167 0.5563 -0.9342
O -1.17208 1.23732 0.69206 0.0574 -0.4399 0.9415
C -2.49664 1.75004 0.71094 -0.0653 0.2454 0.1185
N 1.58795 1.50385 0.73448 0.4568 -0.4248 1.0594
H 0.95557 0.81225 4.02208 0.0845 -0.1209 -0.0415
H 1.74009 2.18186 3.27232 -0.0549 0.0339 -0.1514
H 2.55512 0.62157 3.29436 -0.0235 -0.0330 -0.0463
H 0.86801 -0.28553 1.60604 0.4201 -0.0830 0.1276
H -0.55121 2.29207 2.29488 0.0913 -0.1114 0.3441
H -1.10149 0.60758 2.64755 0.1638 -0.0157 0.1888
H -3.20515 0.92465 0.64479 -0.0752 0.0517 -0.1885
H -2.59741 2.46201 -0.10633 -0.0697 -0.2102 -0.1859
H -2.70060 2.29826 1.63593 0.1559 -0.0646 0.0335
H 2.58386 1.33776 0.89300 -0.0302 -0.2518 -0.5774
H 1.52937 2.50234 0.94939 -0.4787 0.0235 -0.4659
```
Forces are in eV/Å.

Calculated values
Orbital gap   8.5 eV
LUMO   0.40 eV
Total charge   0
Energy above the lowest of the compared OMol25 structures with the same formula, charge and spin   0.00 kJ/mol